Record 1
ORCA calculation (wB97M-V/def2-TZVPD) on a structure of composition C50H61BrKN5O5P2S2.

Properties
* charge: -2
* 2S+1: 1

Structure (XYZ):
```
127
Properties=species:S:1:pos:R:3:forces:R:3:mulliken_charge:R:1
K -0.363958 1.301928 -0.356768 -0.368 -1.597 0.107 1.5056
O 0.757242 7.711428 -1.024068 0.002 -0.068 0.014 -0.6060
C 0.674442 6.349728 -0.838968 -0.006 -0.201 -0.112 1.0516
C 1.001242 5.457428 -1.849968 0.070 0.029 0.088 -0.5608
C 0.901542 4.099028 -1.578568 0.183 0.239 -0.290 -0.4527
N 0.473942 3.634428 -0.420068 0.234 0.569 -0.161 0.5850
C 0.139242 4.481928 0.539432 -0.016 0.266 0.123 -0.1093
C 0.244542 5.857828 0.387232 0.025 0.174 0.001 -0.7350
C -0.414158 3.785428 1.786432 -0.059 0.413 -0.094 -0.1668
O -0.253058 4.330228 2.883732 0.190 0.419 0.460 -0.8297
O -0.973458 2.695528 1.538932 -0.329 0.117 0.369 -0.7803
C 1.271542 3.044228 -2.621868 -0.050 0.199 0.018 -0.2572
O 2.016742 3.410728 -3.542368 0.024 0.378 -0.380 -0.8104
O 0.789442 1.909528 -2.423768 0.061 0.377 -0.418 1.1993
H 1.090042 7.873928 -1.915768 -0.058 -0.114 0.143 0.2866
H 1.349542 5.775328 -2.824968 0.041 0.001 -0.027 0.3463
H -0.008158 6.531128 1.190532 -0.049 -0.008 0.147 0.5506
C -0.021558 -2.513672 -4.079768 -0.145 0.065 0.197 -1.3862
C -1.363258 -2.016872 -3.549268 0.089 0.175 0.099 1.2115
C -2.510258 -2.461972 -4.455668 0.066 0.059 0.185 -1.8374
P -1.256058 -0.196072 -3.014668 -0.254 -0.701 -0.870 1.1274
C -0.997058 0.782528 -4.614368 -0.033 -0.212 0.133 1.4339
C -1.447458 2.229328 -4.405968 0.137 -0.006 0.168 -1.9167
C -1.491958 0.278428 -5.972168 0.106 -0.015 0.162 -1.6661
C -3.022358 -0.047072 -2.596968 0.210 0.109 0.219 -0.3634
C -4.019558 0.408928 -3.441768 -0.312 0.073 0.085 0.0060
C -5.363358 0.389328 -3.090668 -0.026 0.147 -0.181 0.5765
C -6.421558 0.868128 -4.048568 0.064 -0.137 0.113 -1.7762
C -5.695658 -0.105272 -1.831668 -0.039 -0.009 -0.138 -0.9472
C -4.730258 -0.567172 -0.971668 -0.079 -0.074 0.134 -0.1946
C -3.355458 -0.559472 -1.312968 -0.369 0.113 -0.249 -0.4127
N -2.388258 -0.960572 -0.467268 0.663 0.366 0.101 1.0126
C -2.618858 -1.956572 0.409032 -0.080 -0.404 0.055 -1.0088
C -3.408158 -3.076172 0.046432 0.015 -0.012 -0.091 -0.5051
C -3.622858 -4.126572 0.904232 -0.029 -0.003 0.119 -1.1800
C -3.080958 -4.121672 2.185832 -0.017 -0.217 0.185 0.6359
C -3.313058 -5.264772 3.140432 0.136 0.067 -0.019 -1.6353
C -2.294258 -3.035372 2.556332 -0.217 -0.280 -0.123 -0.3509
C -2.031358 -1.974272 1.706232 0.205 0.127 -0.137 0.0231
P -1.061758 -0.497272 2.201932 0.050 -0.361 0.943 1.6211
C 0.232142 -1.125472 3.456932 -0.137 0.067 -0.215 0.8783
C -0.118058 -1.643472 4.857032 -0.040 0.148 -0.198 -1.9861
C 1.121142 -2.124172 2.724532 -0.012 0.193 0.029 -1.5392
C -2.334958 0.223028 3.366732 0.093 -0.082 0.065 0.2411
C -3.503158 0.703128 2.515732 0.028 -0.117 0.031 -1.3919
C -1.775958 1.379728 4.186432 0.071 -0.067 -0.092 -1.4722
H -0.042358 -3.599972 -4.198468 0.097 -0.073 -0.034 0.4531
H 0.782642 -2.253472 -3.395368 0.160 -0.071 0.009 0.2498
H 0.213442 -2.073672 -5.048368 0.006 0.042 -0.143 0.2137
H -1.534458 -2.485072 -2.569668 0.042 0.068 -0.049 -0.5325
H -2.293758 -2.281672 -5.505268 0.015 0.062 -0.141 0.3223
H -3.431558 -1.946672 -4.192668 -0.115 -0.055 -0.048 0.3112
H -2.673858 -3.535272 -4.335268 -0.031 -0.111 -0.016 0.4788
H 0.099542 0.806128 -4.638368 -0.118 0.049 -0.014 -0.5669
H -2.473458 2.389028 -4.735368 -0.062 -0.006 0.007 0.4852
H -0.794458 2.906628 -4.957568 0.020 0.069 -0.037 0.5546
H -1.370958 2.484328 -3.352668 -0.070 0.239 0.047 0.1179
H -2.571358 0.141828 -5.995768 -0.076 -0.080 -0.010 0.1846
H -1.019958 -0.659372 -6.257568 -0.015 -0.092 -0.047 0.3191
H -1.243358 1.020328 -6.735868 0.053 0.049 -0.073 0.5364
H -3.758558 0.783128 -4.420168 0.032 0.018 -0.091 -0.2487
H -5.977258 1.481328 -4.831668 -0.043 0.062 -0.067 0.3490
H -7.174158 1.459628 -3.526668 -0.093 0.094 -0.045 0.3790
H -6.935758 0.029728 -4.527868 -0.057 0.013 -0.064 0.2790
H -6.737258 -0.129772 -1.525768 -0.050 0.022 0.026 0.3376
H -5.021958 -0.955772 -0.002268 0.029 0.058 -0.011 0.3529
H -3.848058 -3.086872 -0.944468 0.012 -0.021 0.009 0.3887
H -4.236558 -4.961872 0.578932 0.004 -0.053 0.020 0.2435
H -4.066458 -5.954372 2.755832 -0.006 -0.006 0.009 0.3670
H -3.646558 -4.904872 4.115832 -0.043 -0.029 0.059 0.3331
H -2.389958 -5.829472 3.302532 -0.036 -0.094 0.049 0.2874
H -1.897058 -3.023372 3.560832 0.060 0.040 0.085 0.2091
H 0.818542 -0.207272 3.608832 -0.084 -0.136 -0.053 0.0955
H -0.458258 -2.676872 4.849232 -0.019 -0.092 -0.032 0.4030
H -0.880458 -1.036272 5.336032 -0.110 0.034 0.114 0.3566
H 0.779342 -1.607972 5.481332 0.035 -0.013 0.045 0.4696
H 0.568342 -3.046672 2.544032 0.003 -0.105 -0.029 0.2196
H 2.016842 -2.361772 3.303332 0.087 -0.027 0.061 0.5112
H 1.427542 -1.698372 1.770632 0.126 -0.104 -0.168 0.0141
H -2.674958 -0.588072 4.031532 0.037 0.068 -0.148 0.6386
H -3.172558 1.535028 1.900132 -0.038 0.170 -0.086 0.0743
H -4.333458 1.025228 3.146732 -0.076 0.081 0.040 0.5877
H -3.849858 -0.091872 1.860432 -0.167 -0.031 -0.070 0.1192
H -1.394558 2.141028 3.508732 -0.027 0.090 0.118 0.2476
H -0.966158 1.076628 4.848632 0.074 -0.052 0.118 0.1956
H -2.566558 1.823728 4.794032 -0.077 0.042 0.112 0.5123
C 3.326842 -4.005772 -0.236668 -0.445 0.360 -0.390 -1.0513
S 2.362842 -2.698772 -1.058968 0.178 -0.137 0.252 0.2520
C 0.671442 -3.246172 -0.709968 0.467 -0.016 -0.148 -0.5006
H 3.027542 -4.078472 0.804032 0.022 -0.068 0.159 0.2303
H 4.366142 -3.700572 -0.305368 0.135 -0.028 0.050 0.3593
H 3.191642 -4.954972 -0.749168 0.026 -0.146 0.061 0.3509
H 0.385142 -4.041072 -1.395468 -0.132 -0.030 0.010 0.6340
H 0.031842 -2.378072 -0.843468 -0.210 0.074 0.003 -0.6230
H 0.606642 -3.582372 0.318532 -0.125 -0.011 0.135 0.4363
S 5.650042 2.280128 4.190732 -0.272 -0.229 -0.136 -0.1837
C 4.397842 1.703228 3.024232 0.303 0.128 0.276 0.1091
C 3.082542 2.112828 3.140832 -0.039 0.033 -0.109 -0.9144
C 2.158542 1.576828 2.247432 0.073 0.241 0.349 -0.7629
N 2.481142 0.693928 1.319432 -0.394 -0.119 -0.406 0.6422
C 3.746442 0.340928 1.197432 0.484 -0.189 -0.064 -0.4034
C 4.755542 0.818128 2.022832 -0.152 -0.011 -0.040 -0.8567
C 5.529042 0.904328 5.330532 0.093 0.144 0.052 0.4474
C 6.318142 -0.231572 5.175232 -0.183 0.314 0.011 -0.1732
C 6.195942 -1.240072 6.111432 0.081 -0.226 0.097 -0.4130
N 5.377742 -1.190672 7.156132 -0.012 -0.111 0.115 -0.6339
C 4.630142 -0.101272 7.292432 -0.061 -0.116 0.189 -0.3916
C 4.665442 0.969228 6.419932 0.205 0.026 -0.299 -0.2034
H 2.773142 2.826928 3.888632 -0.053 0.053 0.038 0.6980
H 1.118742 1.862328 2.291832 -0.239 0.093 0.092 0.8583
H 3.973242 -0.351072 0.396332 -0.013 -0.032 -0.070 0.2627
H 5.784542 0.521528 1.882232 0.034 -0.050 -0.020 0.4987
H 7.007242 -0.316572 4.348432 0.019 -0.001 -0.055 0.3542
H 6.791642 -2.141972 6.036632 0.068 -0.027 -0.108 0.3619
H 3.976642 -0.092572 8.156632 -0.081 0.079 -0.001 0.3674
H 4.044042 1.837428 6.572732 -0.077 0.065 0.005 0.3702
Br 5.170742 2.759628 -1.214568 0.270 0.289 0.194 -0.2164
C 4.209642 1.768128 -2.520568 0.208 -0.186 -0.065 0.2685
C 4.468442 1.995328 -3.856768 -0.013 -0.112 -0.174 -0.6929
C 3.736342 1.234128 -4.751268 0.127 -0.046 0.097 -0.4631
C 2.804942 0.330528 -4.271668 -0.016 -0.051 0.042 -0.3363
C 2.619142 0.229528 -2.900068 0.237 -0.249 -0.545 -0.7107
N 3.363742 0.903128 -2.038168 0.146 0.069 0.418 0.0723
H 5.164142 2.755128 -4.174268 0.035 0.028 0.002 0.4192
H 3.876342 1.370828 -5.814168 0.002 0.000 -0.093 0.3657
H 2.201642 -0.257572 -4.946368 -0.072 -0.070 -0.035 0.3052
H 1.884242 -0.429972 -2.471768 -0.140 -0.058 -0.043 0.6034
```
Forces are in eV/Å.



Record 2
ORCA calculation (wB97M-V/def2-TZVPD) on a structure of composition C50H61N5O8.

Properties
* 2S+1: 1

Structure (XYZ):
```
124
Properties=species:S:1:pos:R:3:forces:R:3:mulliken_charge:R:1
C 2.191172 -3.559047 -6.423833 -0.386 -0.038 0.847 -1.5321
C 1.133552 -3.508707 -5.258823 -0.356 1.069 -1.532 0.6371
C 1.267812 -2.208577 -4.351333 -0.704 -0.484 -2.222 0.2644
O 2.482132 -2.131117 -3.711213 0.613 -1.084 0.514 -0.5166
C 2.594952 -3.001797 -2.575563 1.679 2.456 -3.221 -0.8493
N -0.194258 -3.474547 -5.937563 -0.619 0.252 0.766 -0.7796
H 2.188262 -4.545257 -6.888033 0.308 -0.201 0.293 0.3782
H 3.186122 -3.249907 -6.103523 0.048 -0.406 0.187 0.3091
H 1.951742 -2.900607 -7.258843 -0.515 0.357 0.338 0.3846
H 1.096682 -4.394097 -4.624133 0.932 -0.108 0.172 0.2866
H 0.373022 -2.127717 -3.734143 0.041 -0.110 0.482 -0.5534
H 1.244492 -1.289837 -4.937403 -0.232 -0.240 -0.583 0.6073
H 2.233142 -4.028967 -2.621403 -0.280 0.302 -1.522 0.4250
H 2.079632 -2.449367 -1.789843 1.318 0.024 -1.214 0.0406
H 3.678442 -3.094267 -2.500703 0.060 0.098 0.944 0.3159
H -0.888918 -3.662297 -5.228843 -0.395 0.788 0.722 0.2066
H -0.430738 -4.304857 -6.461733 1.059 -0.318 -0.826 0.2710
C -3.748698 0.453693 -2.423023 -0.275 0.098 -1.504 -1.6945
C -2.347728 0.934223 -2.744753 -0.522 -0.054 0.075 1.2585
C -2.286058 1.959273 -3.905263 2.533 -0.663 1.597 -1.0848
O -2.670218 1.481593 -5.142603 -1.563 -0.964 0.749 -0.3744
C -2.455578 2.423563 -6.103553 0.605 0.576 -1.537 -0.8525
N -1.756938 1.439233 -1.524563 -0.343 -0.644 -5.039 -0.0843
H -4.347988 1.338453 -2.208203 -0.316 -0.158 0.103 0.2145
H -3.825228 -0.268067 -1.609803 0.188 0.089 0.013 0.2582
H -4.084248 -0.005917 -3.352673 -0.717 -0.152 0.090 0.6315
H -1.730568 0.066283 -2.976913 0.050 -0.138 -0.758 -0.2854
H -1.213448 2.144603 -3.962363 0.671 0.017 -0.025 0.4673
H -2.580858 2.972033 -3.630463 -1.295 0.073 -0.001 0.4100
H -1.388168 2.555983 -6.280183 0.428 0.129 0.039 0.3224
H -2.845598 3.407173 -5.841853 -0.350 0.125 0.000 0.3371
H -2.862428 2.071943 -7.051673 -0.270 0.093 0.087 0.2849
H -1.534898 0.580343 -1.041743 -0.449 1.658 -1.760 -0.9866
H -2.446398 1.984023 -1.026623 0.453 -1.818 -1.699 0.0983
C 1.906372 4.163713 -3.010503 -0.011 -0.251 -1.036 -0.8875
C 0.808752 4.805243 -2.481543 -0.126 1.728 -0.632 -0.7322
C 0.362902 4.544743 -1.229483 0.914 -1.600 0.457 -0.3565
C 1.003302 3.486723 -0.557153 -0.075 1.084 1.357 1.5250
C 2.063892 2.748713 -1.065733 0.079 1.521 -1.691 -0.5586
C 2.489112 3.134103 -2.330473 -0.080 -1.138 -0.021 -1.0898
H 2.269272 4.283153 -4.020673 -0.277 0.539 -0.173 0.3668
H 0.263022 5.616883 -2.939603 0.301 0.021 -0.851 0.4244
H -0.509778 5.090003 -0.901583 0.119 -0.245 0.580 0.4612
H 0.662402 3.198033 0.426137 0.001 1.973 -0.982 -1.4088
H 2.531652 1.842363 -0.710593 -0.110 1.608 0.032 0.7134
H 3.090242 2.441033 -2.900293 0.725 0.208 0.102 0.3733
C 1.175412 -3.912877 -0.770643 -0.725 -3.186 0.984 0.9014
C -0.054338 -3.463997 -1.274643 3.028 -3.295 -1.205 -0.5738
C -1.181188 -3.681567 -0.545293 -1.467 -4.313 0.102 0.1878
C -1.181228 -4.530947 0.580547 -0.587 1.585 -2.076 -0.7459
C 0.011012 -5.073967 0.996537 0.493 -0.527 0.026 -0.5511
C 1.217752 -4.776407 0.335627 -1.709 -0.712 -1.118 -1.2352
H 2.104302 -3.633927 -1.245783 -1.338 -1.525 2.772 -0.1469
H -0.069478 -2.883467 -2.185223 -0.010 -0.066 0.104 -0.1012
H -2.094038 -3.279907 -0.959753 -0.416 -0.117 0.335 0.5587
H -2.171718 -4.606157 1.004407 0.279 -0.593 0.719 0.5737
H -0.007258 -5.556027 1.962807 0.235 -0.501 -0.082 0.3028
H 2.164782 -5.018567 0.794857 0.017 -0.469 -0.653 0.6629
C -1.752908 -1.006327 3.778097 -0.939 1.668 -0.501 -0.8297
C -2.195678 0.313433 4.057507 -0.676 -1.195 -1.698 -1.1293
C -3.232568 0.872153 3.218947 2.398 0.057 4.290 -0.2387
C -3.743108 0.171193 2.192597 -1.946 0.474 -1.159 -0.4346
C -3.225338 -1.005037 1.772797 0.956 -3.166 3.823 -0.9283
C -2.260798 -1.649667 2.664657 -1.645 0.390 -1.242 -0.1639
H -0.927688 -1.408547 4.346987 -0.546 -0.389 0.212 0.8597
H -1.729888 0.750153 4.928557 -0.383 0.705 -0.054 0.4620
H -3.684208 1.767493 3.619927 -0.117 0.177 -0.412 0.7848
H -4.646398 0.543903 1.732657 0.074 0.148 -0.335 0.4306
H -3.671978 -1.570367 0.968237 -0.230 -0.198 0.234 1.0596
H -1.986698 -2.678947 2.486197 0.229 -0.005 -0.281 0.5405
C -0.567098 -1.220207 -0.476223 -2.336 0.864 0.184 1.2105
C 0.728042 -0.900767 -0.591963 0.681 1.424 -0.744 1.1437
C 1.136972 0.345173 -0.137753 -5.055 -2.123 -4.431 -0.4388
C 0.282842 1.251723 0.490217 -4.005 -1.295 -1.415 -0.2577
C -1.063528 0.886893 0.565937 0.658 -1.126 3.047 1.4033
C -1.523748 -0.367667 0.125407 2.336 -0.533 0.671 0.2638
H -0.786708 -2.246177 -0.732293 -0.853 4.030 0.427 0.2222
H 1.499682 -1.459097 -1.101103 -0.641 0.166 0.383 -0.2300
H 2.171392 0.644793 -0.218883 -0.866 -1.207 -8.539 0.6969
H 0.725892 2.103583 0.984627 -1.463 -1.628 -0.771 1.6951
H -1.780878 1.559113 1.013077 1.085 -1.778 0.506 -0.7103
H -2.564508 -0.647557 0.195277 1.034 0.508 -0.989 0.1803
C 0.564412 -1.202597 2.010347 1.012 -2.090 -1.230 0.9677
C 0.828672 -2.539157 1.553857 1.930 1.373 3.948 1.3869
C 1.516872 -3.417737 2.480947 -1.293 1.895 1.396 -0.7070
C 1.805782 -2.921977 3.796857 0.685 0.092 -0.937 -1.6937
C 1.684782 -1.556627 4.111887 -1.936 -1.589 0.364 -0.5713
C 0.928492 -0.775517 3.248597 1.885 0.295 0.880 -1.0978
N 2.476722 -3.776797 4.837567 2.313 -1.504 0.845 0.9703
O 2.687032 -5.012507 4.659467 -1.288 2.902 -0.303 -0.6233
O 2.959372 -3.200777 5.833077 -1.361 -0.674 -1.699 -0.6087
H 0.271952 -0.471187 1.271497 -0.488 -1.147 2.045 -2.1284
H 0.743442 -2.825847 0.516097 -0.354 0.783 1.534 -0.8946
H 1.651302 -4.458697 2.226497 0.502 0.794 1.193 1.0133
H 1.810142 -1.203317 5.124737 0.687 -0.082 -0.045 0.4202
H 0.831872 0.258073 3.546537 -0.572 0.009 -0.129 0.3763
C 5.468852 0.347713 4.741527 -0.208 0.356 1.319 -0.3643
C 5.587502 -0.053787 3.438627 0.497 0.134 -0.870 -0.9599
C 4.606942 0.170563 2.475587 0.544 -0.491 -0.593 -0.4531
C 3.456672 0.813203 2.865187 -1.990 -0.240 -0.307 0.5118
C 3.331802 1.176513 4.163417 0.408 1.422 4.314 0.2665
C 4.328942 0.986723 5.196047 -0.552 -0.453 -2.983 -1.1027
N 2.319592 1.204113 1.959337 2.592 1.007 7.466 0.5023
O 2.287082 0.777943 0.821007 9.968 1.818 6.763 0.2862
O 1.428362 1.997553 2.333297 1.313 0.586 2.373 -0.6615
H 6.297932 0.185413 5.414347 0.097 -0.082 0.057 0.4032
H 6.576482 -0.424577 3.213157 -0.186 -0.426 -0.660 0.3820
H 4.742702 -0.129557 1.447047 0.103 -0.070 -0.057 0.4603
H 2.488142 1.734123 4.542497 -0.475 -0.079 -0.557 0.3700
H 4.269292 1.323633 6.220407 -0.488 0.108 -0.126 0.4254
C -3.198798 5.548343 4.007377 -0.173 -0.729 -1.558 -0.5805
C -4.284548 4.828583 3.454967 -0.241 1.271 1.334 -0.4117
C -4.167388 3.942733 2.413747 0.509 0.295 -1.350 -0.7194
C -2.950148 3.902683 1.741167 0.985 -0.417 0.311 0.6760
C -1.837328 4.607053 2.257477 -0.303 -1.344 -0.834 -0.0531
C -1.973468 5.407483 3.374597 -0.250 -0.126 0.692 -0.7964
N -2.766098 2.971713 0.522587 0.387 2.925 0.315 0.6136
O -3.678668 2.191253 0.258407 0.410 1.216 0.562 -0.5775
O -1.699238 3.063823 -0.126393 -2.744 4.109 3.975 -0.0943
H -3.201398 6.235443 4.840597 -0.743 -0.144 0.120 0.4099
H -5.283108 5.047213 3.803487 -0.079 -0.293 0.410 0.4018
H -5.017168 3.391233 2.039407 -0.046 0.001 0.004 0.4673
H -0.860458 4.367723 1.864007 0.086 0.331 -0.321 0.2906
H -1.151728 5.896243 3.876847 0.444 -0.058 -0.495 0.4264
```
Forces are in eV/Å.



Quick rundown of E_tot, same order as above: -197148.279, -76632.364 eV
Quick rundown of strongest force on any atom, same order as above: 1.6, 12.2 eV/Å